Molecular formula: BrFHOPS
Method: DFT, ωB97M-V/def2-TZVPD

Summary:
Orbital gap (eV): 7.01
Max |F| (eV/A): 3.132
Net charge: 0
Energy relative to the best compared isomer or geometry (same formula, charge and spin) (eV): 4.135
HOMO (eV): -10.17
Spin multiplicity: 1
LUMO level (eV): -3.2

Structure (XYZ):
```
6
BrFHOPS ωB97M-V/def2-TZVPD
O -1.9995 0.2483 -0.2741
F 0.7393 0.3501 1.6061
P 0.6695 0.3104 -0.0080
S 1.8161 1.6018 -0.8626
Br 1.0084 -1.8376 -0.3035
H -2.2338 -0.6730 -0.1579
```